A 6-piece molecular cluster, C45H39F2N2O19P overall in a non-equilibrium geometry, computed with wB97M-V/def2-TZVPD.

ORCA input file:
```
! wB97M-V def2-TZVPD RIJCOSX def2/J DEFGRID3
* xyz 0 1
C 0.06740 7.53521 0.89457
C 1.28563 7.48945 1.76146
O 1.29585 7.06966 2.88483
O 2.42774 8.02401 1.17028
C 3.58031 7.28654 1.35781
O 4.57654 7.84578 1.71980
C 3.56447 5.79966 1.11815
C 3.86084 5.33198 -0.33341
C 4.65939 6.45340 -1.02319
O 4.85671 4.30075 -0.23318
C 4.80232 3.62734 -1.41341
O 5.55382 2.73630 -1.65471
C 3.60861 4.13660 -2.28740
P 3.13972 2.60797 -3.22447
O 2.23126 2.91785 -4.34889
C 2.68246 4.74663 -1.14616
C 1.83238 5.97733 -1.48155
C 1.93193 6.45658 -2.91497
O 1.63553 5.76756 -3.84304
N 2.35039 7.83820 -3.08684
C 3.53732 7.91335 -3.95551
C 1.19448 8.57130 -3.63371
N 1.97806 3.56756 -0.60628
C 0.60731 3.44949 -0.94477
O -0.29661 4.01713 -0.39119
F 0.35498 2.61973 -1.92120
C 2.23327 3.13266 0.71211
O 1.63976 3.41307 1.71833
F 3.22980 2.26905 0.75327
H -0.59179 8.28420 1.28830
H 0.34383 7.86883 -0.09239
H -0.38656 6.55855 0.82372
H 4.24065 5.29842 1.78391
H 2.57733 5.44199 1.40061
H 5.11280 6.14115 -1.95499
H 5.47379 6.69000 -0.36352
H 4.07027 7.33281 -1.24640
H 4.02849 4.82548 -3.00475
H 2.58494 1.64084 -2.36658
H 4.34287 2.06656 -3.71107
H 2.09876 6.82389 -0.87586
H 0.77009 5.82992 -1.31499
H 4.32863 8.42339 -3.41598
H 3.34611 8.48183 -4.85352
H 3.92150 6.92986 -4.18468
H 1.07992 9.53040 -3.14868
H 1.25262 8.68794 -4.70869
H 0.27410 8.03477 -3.44350
O -1.46307 0.53607 3.67149
C -0.94923 -0.03371 2.73490
C -0.56265 0.70348 1.50433
C -0.00086 0.07648 0.47375
C 0.26615 -1.38258 0.51015
O 0.77766 -1.94974 -0.43104
C -0.11858 -2.11838 1.73880
C -0.68208 -1.49274 2.76938
H -0.76515 1.76811 1.49762
H 0.28616 0.59053 -0.43575
H 0.08570 -3.18188 1.74623
H -0.96979 -2.01131 3.67492
O 1.27531 -5.36629 1.97222
C 0.64879 -6.31616 1.55110
C -0.26033 -6.17626 0.38633
C -0.95021 -7.21456 -0.07657
C -0.83840 -8.55570 0.55107
O -1.46689 -9.49994 0.12690
C 0.07218 -8.69548 1.71607
C 0.76176 -7.65480 2.17727
H -0.32533 -5.19037 -0.05840
H -1.61883 -7.13489 -0.92430
H 0.14004 -9.68177 2.15791
H 1.43169 -7.73309 3.02390
O -0.39512 -12.09345 1.62986
C -1.02369 -13.03891 1.20574
C -1.93216 -12.90124 0.04161
C -2.62090 -13.94109 -0.41787
C -2.51223 -15.27865 0.20888
O -3.14278 -16.22578 -0.21159
C -1.60268 -15.41668 1.37265
C -0.91217 -14.37862 1.83404
H -2.00099 -11.91542 -0.40036
H -3.29181 -13.86190 -1.26424
H -1.53730 -16.40150 1.81735
H -0.24337 -14.45730 2.68169
O -0.96224 15.31878 -0.25680
C -1.00038 14.11054 -0.20340
C -0.68586 13.38345 1.05233
C -0.72638 12.05528 1.10860
C -1.08864 11.24622 -0.07972
O -1.12629 10.03303 -0.02761
C -1.40269 11.97005 -1.33472
C -1.36285 13.29818 -1.39246
H -0.42443 13.99268 1.90783
H -0.49967 11.50635 2.01397
H -1.66406 11.35946 -2.18969
H -1.58947 13.84686 -2.29757
O -9.61366 -13.77700 1.07931
C -8.42993 -13.66087 1.30592
C -7.56033 -12.81774 0.44755
C -6.25985 -12.69197 0.69616
C -5.62435 -13.38753 1.84198
O -4.43883 -13.27005 2.06665
C -6.49223 -14.23038 2.70003
C -7.79287 -14.35643 2.45211
H -8.04366 -12.31851 -0.38237
H -5.60769 -12.08260 0.08310
H -6.00824 -14.72972 3.52955
H -8.44422 -14.96549 3.06559
*
```

Summary:
HOMO-LUMO gap	7.851	eV
highest occupied orbital energy	-9.79	eV
total energy	-3818.1327	hartree
LUMO	-1.936	eV
SMILES	CC(=O)OC(=O)C[C@@]1(C)OC(=O)[C@@H]([PH2]=O)[C@@]1(CC(=O)N(C)C)N(C(=O)F)C(=O)F.O=C1C=CC(=O)C=C1.O=C1C=CC(=O)C=C1.O=C1C=CC(=O)C=C1.O=C1C=CC(=O)C=C1.O=C1C=CC(=O)C=C1

Results of the Löwdin charge analysis, in e, for atoms 1 through 4: C 0.0316; C -0.4650; O 0.1617; O 0.0950


C45H39F3OP2PdSSi as an isolated structure, computed with wB97M-V/def2-TZVPD.

ORCA input file:
```
! wB97M-V def2-TZVPD RIJCOSX def2/J DEFGRID3
* xyz 0 3
Pd -0.06182 0.07651 0.24511
O -0.24351 1.08126 -3.88681
S -0.01917 1.16306 -2.41739
C 1.78573 1.25681 -2.29078
C 2.43616 2.29933 -2.93305
C 3.80936 2.25614 -3.11348
C 4.52013 1.13803 -2.70791
C 3.86366 0.09231 -2.07646
C 2.49651 0.14989 -1.81530
P 1.65208 -1.14445 -0.81282
C 2.91335 -1.93342 0.22051
C 2.63879 -3.23283 0.57256
C 3.44033 -3.96700 1.45676
C 4.63745 -3.38944 1.93620
C 4.94807 -2.10312 1.64096
C 4.01743 -1.19572 0.91748
C 1.21381 -2.37347 -2.06964
C 2.16548 -3.20041 -2.66548
C 1.80004 -4.04752 -3.69613
C 0.48442 -4.06929 -4.14418
C -0.46389 -3.24945 -3.55556
C -0.10232 -2.40305 -2.51615
C -0.54951 2.84551 -1.96711
C -0.65578 3.71634 -3.04618
C -1.19762 4.97830 -2.87702
C -1.68246 5.35911 -1.63402
C -1.61949 4.47123 -0.57463
C -1.04464 3.20633 -0.70953
P -1.06865 2.08248 0.74793
C -2.80584 2.19036 1.25526
C -3.71878 1.38468 0.57969
C -5.06907 1.46866 0.87928
C -5.51149 2.34266 1.86279
C -4.60271 3.13257 2.55105
C -3.25117 3.06004 2.24577
C -0.15416 2.98030 2.04051
C -0.05402 2.34468 3.28064
C 0.71054 2.89769 4.29294
C 1.39292 4.09023 4.07890
C 1.29472 4.72854 2.85364
C 0.52395 4.17661 1.83645
H 1.86701 3.13766 -3.31036
H 4.31563 3.08069 -3.59824
H 5.58635 1.07629 -2.88315
H 4.42067 -0.78757 -1.78062
H 1.77418 -3.72735 0.14381
H 3.17897 -4.98638 1.70126
H 5.32715 -3.98488 2.52161
H 5.87905 -1.67815 1.99446
H 4.58393 -0.53813 0.24819
H 3.18970 -3.18967 -2.31291
H 2.54075 -4.69202 -4.15163
H 0.20121 -4.73016 -4.95338
H -1.49047 -3.26255 -3.89635
H -0.85082 -1.77547 -2.05133
H -0.35128 3.36367 -4.02332
H -1.27012 5.64991 -3.72253
H -2.13442 6.33251 -1.49588
H -2.03929 4.75892 0.38207
H -3.37583 0.67884 -0.16686
H -5.77115 0.83682 0.35137
H -6.56631 2.40046 2.09873
H -4.94404 3.80460 3.32786
H -2.54179 3.67266 2.78911
H -0.56535 1.40320 3.45053
H 0.78443 2.39172 5.24709
H 2.00228 4.51260 4.86745
H 1.82572 5.65539 2.67882
H 0.47280 4.68019 0.88097
C 1.98680 -0.73439 3.18745
Si 3.35003 0.09307 2.21632
C 2.85110 1.62671 1.27949
C 4.78516 0.54761 3.33585
C 5.05877 -0.17640 4.49797
C 6.13951 0.13756 5.30693
C 6.97823 1.19021 4.96566
C 6.72429 1.92649 3.81801
C 5.63749 1.60532 3.01599
H 1.87593 -0.29799 4.18162
H 2.21098 -1.79826 3.30245
H 1.03191 -0.65652 2.66019
H 2.74247 2.48718 1.94081
H 1.90040 1.47443 0.75883
H 3.60460 1.86460 0.52205
H 4.41820 -1.00521 4.78121
H 6.33254 -0.43774 6.20359
H 7.82470 1.43582 5.59423
H 7.37092 2.75193 3.54778
H 5.45387 2.20208 2.12899
F -0.97519 -2.68862 0.74833
C -1.52033 -1.44022 0.63131
F -2.49844 -1.58559 -0.32134
F -2.20642 -1.24538 1.79737
*
```

Summary:
HOMO-LUMO gap (alpha / beta)	6.418 / 7.192	eV
highest occupied orbital energy (alpha / beta)	-6.25 / -7.74	eV
total energy	-3611.2852	hartree
LUMO (alpha / beta)	0.167 / -0.552	eV
ΔE to the lowest compared entry with this formula, charge and spin	0.516	eV

Results of the Löwdin charge analysis, in e, for atoms 1 through 4: Pd 0.3602; O -0.4812; S 0.9145; C -0.3559